{"formula": "F5Mg2", "method": "the ωB97M-V functional and the def2-TZVPD basis", "total_charge": -1, "e_above_lowest_kcal_mol": 0.0, "e_homo_ev": -7.237, "homo_lumo_gap_ev": 9.31, "e_tot_ha": -899.8855, "symbols": ["Mg", "Mg", "F", "F", "F", "F", "F"], "coordinates": [[0.38681, -1.72737, -0.96659], [-0.44848, 1.40975, 1.18161], [-1.44084, -1.88120, -1.63645], [-0.68081, 0.52466, 2.94309], [1.26672, -0.86354, -2.37185], [0.77827, 2.71696, 0.64848], [0.13834, -0.17925, 0.20172]], "atomic_forces_ev_per_a": [[-2.1, 2.8, -1.7], [2.0, -1.5, 1.0], [1.3, -0.7, 0.9], [-0.2, 1.2, -1.5], [0.3, -1.1, 0.7], [-1.2, -0.3, 0.4], [-0.2, -0.3, 0.2]], "lowdin_charge": [0.943, 0.948, -0.610, -0.619, -0.584, -0.582, -0.496]}

---

{"formula": "C4H12N2O2", "method": "the ωB97M-V functional and the def2-TZVPD basis", "e_above_lowest_kcal_mol": 40.9, "smiles": "CC[C@@H](N)C(N)=O.O", "e_homo_ev": -9.498, "homo_lumo_gap_ev": 10.23, "e_tot_ha": -419.5832, "symbols": ["N", "C", "C", "C", "C", "N", "O", "H", "H", "H", "H", "H", "H", "H", "H", "H", "H", "H", "H", "O"], "coordinates": [[1.44978, 0.28404, -1.38242], [-1.30881, 1.43826, -1.11337], [-0.66514, 0.48770, -0.08850], [0.36817, -0.39440, -0.74601], [0.84216, -1.17013, 0.48450], [2.11466, -1.61412, 0.44035], [0.15688, -1.46851, 1.45630], [1.58458, 1.26116, -1.01262], [1.19653, 0.44478, -2.37527], [-2.29427, 1.68682, -0.78744], [-1.43577, 0.90236, -2.05586], [-0.73144, 2.38027, -0.92601], [-0.13775, 1.16240, 0.69148], [-1.45875, -0.07879, 0.52343], [-0.06123, -1.29318, -1.35620], [2.78161, -1.47829, -0.29135], [2.49873, -2.11123, 1.24684], [-2.20118, -0.53008, 2.07796], [-0.89032, 0.04446, 2.49330], [-1.80844, 0.04649, 2.72089]], "atomic_forces_ev_per_a": [[0.4, 1.6, -1.7], [0.5, 0.2, 1.7], [-1.7, 1.1, 0.8], [-1.1, -2.2, 2.1], [1.4, -1.4, 0.4], [1.2, -0.7, 0.8], [-0.2, 0.4, -0.5], [-0.3, -1.5, -0.2], [0.4, -0.2, 0.8], [-0.8, 0.2, 0.3], [0.6, 0.9, -0.4], [-0.4, -0.6, -1.8], [-0.6, -1.2, -1.0], [1.6, 0.7, -1.6], [0.5, 2.0, 0.4], [-0.3, 0.5, -0.5], [-0.7, 0.3, -0.4], [-0.2, -0.6, -0.2], [0.9, -0.3, -0.1], [-1.0, 0.8, 1.0]], "lowdin_charge": [0.040, -0.098, -0.251, -0.375, -0.521, 0.165, 0.019, 0.113, 0.094, 0.053, 0.078, 0.088, 0.146, 0.106, 0.196, 0.087, 0.122, 0.011, -0.014, -0.058]}

---

{"formula": "C4H8NO", "method": "the ωB97M-V functional and the def2-TZVPD basis", "total_charge": 1, "e_above_lowest_kcal_mol": 73.1, "smiles": "C=C/C=[N+](/C)O", "e_homo_ev": -14.928, "homo_lumo_gap_ev": 9.13, "e_tot_ha": -286.8260, "symbols": ["C", "C", "C", "C", "N", "O", "H", "H", "H", "H", "H", "H", "H", "H"], "coordinates": [[1.53645, 0.58349, 0.13722], [2.14568, -0.60596, -0.13792], [0.14712, 0.79373, -0.08974], [-2.17118, 0.24778, -0.08459], [-0.81460, -0.10032, -0.01710], [-0.58500, -1.40907, 0.14855], [0.30577, -1.47933, 0.36736], [2.11379, 1.49640, 0.34388], [3.19068, -0.88243, 0.04560], [1.66485, -1.36659, -0.67914], [-0.23778, 1.71683, 0.13807], [-2.31974, 0.67156, -1.07732], [-2.31351, 1.02365, 0.75912], [-2.66251, -0.68972, 0.14602]], "atomic_forces_ev_per_a": [[1.7, -1.1, -1.2], [0.8, 1.5, 0.6], [-0.8, -2.7, 1.3], [-1.2, 1.4, 1.5], [3.8, 1.0, -0.2], [-3.0, -0.1, -1.0], [2.9, -0.5, 0.9], [-0.3, -0.7, 0.5], [-0.3, 0.8, 0.1], [-0.8, -1.0, -0.5], [-0.8, 2.5, -0.5], [-0.7, -0.2, 0.2], [-0.4, -1.2, -1.5], [-0.8, 0.3, -0.3]], "lowdin_charge": [-0.055, 0.121, 0.024, 0.042, -0.179, 0.149, 0.054, 0.136, 0.107, 0.068, 0.129, 0.127, 0.158, 0.120]}

---

{"formula": "C11H10BrNRuS", "method": "the ωB97M-V functional and the def2-TZVPD basis", "total_charge": -1, "e_above_lowest_kcal_mol": 0.0, "e_homo_ev": [-2.596, -4.442], "multiplicity": 6, "homo_lumo_gap_ev": [5.79, 5.19], "e_tot_ha": -3546.9306, "symbols": ["C", "C", "C", "H", "C", "C", "H", "H", "H", "H", "Ru", "Br", "C", "C", "C", "H", "C", "C", "H", "H", "H", "H", "S", "C", "N"], "coordinates": [[0.80929, 1.78696, -0.70526], [0.16560, 3.01570, -0.44323], [0.34631, 3.33193, 0.94112], [-0.35635, 3.61045, -1.17616], [1.12533, 2.27124, 1.54919], [1.37445, 1.29546, 0.50714], [1.88297, 0.34736, 0.60855], [0.85307, 1.29822, -1.66041], [-0.03147, 4.18852, 1.48084], [1.52213, 2.26729, 2.56037], [-0.92455, 1.32787, 1.15739], [-2.60331, 1.24498, -0.47303], [-0.40547, -3.32588, -0.59629], [0.98519, -3.05089, -0.40268], [1.41749, -2.20038, -1.46459], [1.63056, -3.50786, 0.35089], [0.24529, -1.77848, -2.17728], [-0.88893, -2.47477, -1.63284], [-1.93646, -2.28630, -1.88390], [-1.01081, -4.06007, -0.06087], [2.44470, -1.87626, -1.66628], [0.21170, -1.03345, -2.98011], [-0.80065, -0.39065, 2.50298], [-2.45371, -0.08935, 2.72375], [-3.60239, 0.08839, 2.94071]], "atomic_forces_ev_per_a": [[0.2, 0.3, 0.8], [0.9, 0.2, 0.5], [0.4, -0.6, 0.2], [-0.2, 0.0, 0.1], [0.1, 0.2, -1.4], [0.3, 1.0, 0.1], [0.1, 0.1, 0.1], [-0.1, -0.2, -0.1], [0.1, 0.1, -0.2], [-0.3, -0.1, -0.2], [0.5, 1.8, -0.7], [-1.8, -0.1, -1.6], [1.6, 0.2, 0.9], [0.1, -0.5, -0.8], [-0.3, -0.7, 1.7], [-0.3, 0.1, -0.4], [-3.2, -1.0, 0.1], [1.8, 2.3, -2.1], [0.5, -0.2, 0.0], [0.3, 0.4, 0.0], [-0.5, -0.2, 0.2], [0.0, -0.4, 0.5], [-0.2, -2.4, 2.0], [-2.1, 0.1, 0.9], [2.2, -0.4, -0.4]], "lowdin_charge": [-0.223, -0.256, -0.234, 0.079, -0.277, -0.254, 0.075, 0.075, 0.072, 0.083, 0.528, -0.111, -0.074, -0.130, -0.084, 0.082, -0.106, -0.096, 0.093, 0.103, 0.101, 0.090, 0.405, -0.948, 0.009]}